ORCA calculation (wB97M-V/def2-TZVPD) on C20H54Ca2N2O12S as an isolated structure.

LUMO ... -5.31 eV
HOMO-LUMO gap ... 8.840 eV
Multiplicity ... 1
Net charge ... +2
Calculated total energy ... -3559.9847 hartree

Each line ends with the Mulliken charge.
Geometry (Å):
Ca -0.824 -0.889 3.441  1.314
Ca -0.962 0.649 -1.964  1.650
S -0.292 -0.268 0.722  1.364
O -0.506 -1.631 1.252  -0.253
O 0.656 -0.255 -0.378  -0.303
O -1.493 0.375 0.207  -1.671
O 0.160 0.454 1.929  -0.122
C 1.904 -4.102 1.352  -0.633
O 0.942 -3.785 0.358  -0.511
H 2.836 -4.449 0.916  0.329
H 2.110 -3.195 1.933  0.128
H 1.530 -4.865 2.040  0.267
H 0.488 -2.960 0.602  0.116
C 3.458 1.694 2.089  -0.794
O 2.201 2.112 1.555  -0.276
H 3.501 0.606 2.167  0.223
H 4.231 2.026 1.396  0.291
H 3.644 2.185 3.048  0.311
H 1.485 1.527 1.879  -0.083
C -4.054 -0.668 -1.442  -0.977
O -2.715 -0.883 -1.873  -0.006
C -2.528 -2.119 -2.591  -0.954
C -1.036 -2.466 -2.472  0.163
N -0.156 -1.380 -2.930  0.083
C -0.293 -1.022 -4.336  -0.610
C 0.675 0.090 -4.658  -0.719
O 0.345 1.204 -3.844  -0.269
C 0.931 2.419 -4.334  -0.817
H -4.744 -0.476 -2.267  0.332
H -4.044 0.228 -0.819  0.221
H -4.427 -1.525 -0.879  0.310
H -2.845 -2.015 -3.628  0.365
H -3.052 -2.925 -2.078  0.574
H -0.851 -3.436 -2.947  0.664
H -0.816 -2.685 -1.424  -0.592
H 0.799 -1.699 -2.750  0.055
H -1.291 -0.612 -4.549  0.256
H -0.192 -1.855 -5.040  0.468
H 0.684 0.246 -5.741  0.591
H 1.705 -0.213 -4.425  0.277
H 0.765 2.491 -5.407  0.393
H 2.016 2.380 -4.183  0.226
H 0.588 3.262 -3.743  0.134
C -0.085 2.250 4.352  -0.465
O -1.138 1.295 4.186  -0.459
C -2.279 1.843 3.502  -0.291
C -3.421 0.841 3.228  -0.872
N -2.955 -0.384 2.557  0.921
C -3.947 -1.456 2.654  -1.012
C -3.241 -2.723 2.200  -0.243
O -2.144 -2.959 3.081  -0.354
C -1.564 -4.231 2.805  -0.733
H 0.246 2.598 3.374  0.027
H 0.715 1.751 4.895  0.284
H -0.397 3.104 4.955  0.329
H -1.962 2.283 2.552  0.073
H -2.664 2.652 4.127  0.575
H -4.163 1.358 2.608  0.319
H -3.990 0.558 4.115  0.567
H -2.762 -0.152 1.584  -0.691
H -4.841 -1.305 2.039  0.335
H -4.284 -1.573 3.683  0.409
H -2.863 -2.665 1.173  -0.004
H -3.964 -3.546 2.199  0.613
H -2.314 -5.022 2.888  0.368
H -0.751 -4.438 3.500  0.290
H -1.139 -4.272 1.795  0.272
C -0.301 4.529 0.207  -1.388
C 0.387 3.924 -1.033  0.309
C 1.832 4.371 -1.125  -1.282
O 0.317 2.469 -0.877  1.068
H -0.309 5.613 0.111  0.483
H 0.161 4.184 1.132  0.178
H -1.331 4.162 0.245  0.311
H -0.172 4.171 -1.936  0.584
H 2.428 3.800 -1.835  0.224
H 2.298 4.340 -0.139  0.291
H 1.844 5.414 -1.451  0.485
H 0.865 2.320 -0.081  -0.605
C 4.116 0.714 -1.549  -0.794
C 3.977 -0.821 -1.574  0.230
C 4.285 -1.506 -0.267  -0.995
O 2.637 -1.132 -1.984  -0.616
H 5.133 0.970 -1.235  0.521
H 3.395 1.184 -0.879  -0.223
H 3.994 1.079 -2.568  0.207
H 4.626 -1.154 -2.388  0.404
H 3.680 -1.125 0.558  -0.090
H 5.326 -1.360 0.035  0.495
H 4.137 -2.578 -0.383  0.252
H 2.052 -0.948 -1.225  0.178

ORCA calculation (wB97M-V/def2-TZVPD) on an isolated molecule of C21H23N3O3S2.

LUMO ... 0.48 eV
HOMO-LUMO gap ... 8.892 eV
Multiplicity ... 1
Energy above the lowest of the compared OMol25 structures with the same formula, charge and spin ... 2.9 kcal/mol
SMILES ... O=C(CSc1nc2ccccc2n1CCc1ccccc1)N[C@@H]1CCS(=O)(=O)C1
Calculated total energy ... -2000.4491 hartree

Each line ends with the Mulliken charge.
Geometry (Å):
O -3.083 -3.128 0.987  -0.664
C -2.229 -2.801 0.193  0.704
N -2.214 -1.643 -0.493  0.037
C -3.107 -0.551 -0.188  -0.532
C -2.490 0.410 0.825  0.159
H -2.729 0.172 1.855  0.532
H -1.416 0.489 0.682  -0.582
S -3.183 2.044 0.403  1.126
O -4.041 2.534 1.444  -0.718
O -2.111 2.904 -0.024  -0.644
C -4.154 1.501 -1.044  -0.902
C -3.403 0.258 -1.459  -0.334
H -3.963 -0.348 -2.172  0.401
H -2.453 0.547 -1.914  0.058
H -4.153 2.286 -1.791  0.493
H -5.162 1.295 -0.698  0.399
H -4.028 -0.985 0.216  0.368
H -1.351 -1.418 -1.013  0.292
C -1.049 -3.704 -0.161  -0.829
H -0.841 -3.699 -1.230  0.393
H -1.244 -4.714 0.196  0.424
S 0.477 -3.190 0.697  -0.112
C 1.049 -1.908 -0.335  0.047
N 0.358 -1.350 -1.299  -0.503
C 1.179 -0.382 -1.824  0.431
C 0.945 0.528 -2.846  -0.608
C 1.959 1.413 -3.150  -0.679
C 3.176 1.392 -2.468  -0.795
C 3.425 0.492 -1.452  -0.947
C 2.408 -0.390 -1.130  1.014
N 2.301 -1.395 -0.191  0.261
C 3.230 -1.683 0.867  -1.114
H 3.219 -2.760 1.060  0.459
H 4.224 -1.390 0.522  0.425
C 2.867 -0.914 2.153  -0.979
C 2.640 0.536 1.827  0.345
C 3.702 1.426 1.742  -0.374
C 3.490 2.730 1.331  -0.630
C 2.217 3.154 0.990  -0.604
C 1.146 2.281 1.084  -0.600
C 1.363 0.982 1.508  0.019
H 0.534 0.293 1.598  0.511
H 0.152 2.614 0.822  0.363
H 2.055 4.167 0.656  0.447
H 4.323 3.415 1.270  0.407
H 4.699 1.094 1.999  0.447
H 1.961 -1.350 2.579  0.378
H 3.681 -1.034 2.868  0.521
H 4.368 0.488 -0.929  0.405
H 3.942 2.102 -2.742  0.414
H 1.811 2.139 -3.934  0.409
H 0.007 0.536 -3.377  0.461

ORCA calculation (wB97M-V/def2-TZVPD) on a 2-piece molecular cluster, C3H10N overall.

LUMO ... -5.77 eV
HOMO-LUMO gap ... 5.960 eV
Multiplicity ... 1
Energy above the lowest of the compared OMol25 structures with the same formula, charge and spin ... 145.8 kcal/mol
Net charge ... +1
Calculated total energy ... -174.5792 hartree

Each line ends with the Mulliken charge.
Geometry (Å):
C 1.781 -0.060 -0.097  -0.576
H -0.944 -3.074 -3.704  -0.025
H 2.626 -0.025 -0.774  0.298
H 1.907 -0.759 0.667  0.274
H -0.315 -3.371 -3.943  0.025
C -0.472 0.161 0.851  -0.692
C 0.506 0.581 -0.139  -0.227
N -1.174 1.176 1.662  -0.331
H -0.444 -0.816 1.294  0.384
H 0.552 1.597 -0.469  0.436
H -0.013 0.218 -1.074  0.366
H -0.686 2.066 1.569  0.361
H -2.167 1.291 1.477  0.348
H -1.156 1.015 2.679  0.358

ORCA calculation (wB97M-V/def2-TZVPD) on an isolated molecule of C23H28N4O4S.

LUMO ... 0.60 eV
HOMO-LUMO gap ... 7.646 eV
Multiplicity ... 1
Energy above the lowest of the compared OMol25 structures with the same formula, charge and spin ... 498.3 kcal/mol
SMILES ... COc1ccccc1N1CCN(C(=O)CCCCCn2c(=O)[nH]c3ccsc3c2=O)CC1
Calculated total energy ... -1810.7359 hartree

Each line ends with the Mulliken charge.
Geometry (Å):
C 6.186 1.906 1.506  -1.438
H 5.959 2.807 1.918  0.377
O 5.122 1.384 0.921  -0.287
C 5.112 0.018 0.340  0.333
C 6.291 -0.743 -0.059  -0.686
C 6.258 -1.928 -0.399  0.046
C 5.047 -2.633 -0.554  -1.995
C 3.900 -1.871 -0.595  -0.750
C 3.786 -0.582 -0.033  1.270
N 2.664 -0.051 0.373  -0.058
C 2.284 1.532 -0.063  -1.194
H 3.153 2.016 -0.221  0.547
C 1.711 1.116 -1.588  -0.489
N 0.485 0.623 -1.372  0.318
C -0.799 0.944 -1.805  0.385
O -1.828 0.201 -1.375  -0.489
C -0.924 2.185 -2.221  -0.995
C -0.993 3.447 -1.178  -0.748
H 0.123 3.698 -0.839  0.239
C -2.070 3.386 -0.073  0.033
H -2.938 2.815 -0.719  -0.047
H -2.511 4.417 0.285  0.402
C -1.552 2.685 1.092  -0.091
H -0.920 1.832 0.907  -0.359
H -1.006 3.416 1.461  0.881
C -2.604 1.940 1.806  -1.722
N -3.137 0.519 1.149  -0.005
C -4.245 0.950 0.338  0.255
O -5.024 1.761 0.381  -0.430
N -4.626 -0.406 -0.200  -0.238
C -3.926 -1.411 -0.261  0.689
C -2.844 -1.593 0.459  -0.017
C -2.300 -0.377 1.321  1.062
O -1.353 -0.504 1.968  -0.621
S -2.087 -3.185 0.525  -0.171
C -3.220 -3.481 -0.523  0.269
C -4.170 -2.739 -1.040  -1.827
H -5.027 -2.889 -1.266  0.674
H -3.230 -4.649 -0.900  0.201
H -5.569 -0.163 -0.797  0.383
H -3.459 2.515 2.060  0.664
H -2.476 1.696 3.048  0.307
H -1.229 4.380 -1.788  0.401
H -1.983 2.196 -2.740  0.403
H -0.304 2.579 -3.110  0.354
C 0.845 -0.880 -0.942  -0.502
C 1.492 -0.894 0.468  -0.757
H 1.755 -1.945 0.802  0.432
H 0.771 -0.233 1.060  0.343
H -0.410 -1.241 -0.789  -0.341
H 1.321 -1.297 -1.723  0.915
H 1.531 2.353 -1.878  0.297
H 2.563 0.861 -2.274  0.262
H 1.718 1.716 0.727  0.590
H 3.136 -2.503 -0.586  0.599
H 5.197 -3.407 -0.925  0.676
H 7.245 -2.364 -0.717  0.294
H 7.113 -0.057 0.373  0.222
H 6.690 1.366 2.162  0.590
H 6.962 2.159 0.897  0.546

ORCA calculation (wB97M-V/def2-TZVPD) on C49H41N10O2SSbW as an isolated structure.

LUMO (alpha / beta) ... -5.83 / -6.46 eV
Expectation value of S² ... 2.03
HOMO-LUMO gap (alpha / beta) ... 7.063 / 6.715 eV
Multiplicity ... 3
Energy above the lowest of the compared OMol25 structures with the same formula, charge and spin ... 0.0 kcal/mol
Net charge ... +2
Calculated total energy ... -3294.8248 hartree

Each line ends with the Mulliken charge.
Geometry (Å):
W -0.759 0.441 0.516  1.044
N -0.776 -0.251 2.711  -0.625
N -1.607 -1.399 2.783  -0.312
C -2.693 -1.364 1.884  0.249
O -3.560 -2.187 1.917  -0.596
O -2.591 -0.368 1.024  -0.416
H 0.141 -0.493 3.074  0.464
H -1.155 0.519 3.270  0.306
H -1.818 -1.736 3.713  0.326
N 3.529 7.800 -4.751  -0.421
C 3.038 6.919 -4.202  -0.163
C 2.423 5.815 -3.518  0.603
C 1.173 5.980 -2.924  -0.971
C 0.576 4.917 -2.275  -0.181
C 1.228 3.684 -2.205  -0.025
C 2.485 3.529 -2.796  -0.524
C 3.079 4.587 -3.454  -0.860
C 0.609 2.588 -1.524  1.076
C 0.080 1.652 -0.946  -0.447
H 0.677 6.939 -2.981  0.493
H -0.397 5.036 -1.816  0.542
H 2.987 2.572 -2.746  0.513
H 4.048 4.474 -3.920  0.485
C -2.790 5.206 -4.163  -0.587
C -2.367 3.934 -4.527  -0.671
C -2.368 2.910 -3.592  -0.553
C -2.794 3.161 -2.291  0.611
C -3.212 4.437 -1.923  -0.372
C -3.208 5.459 -2.864  -0.778
Sb -2.913 1.585 -0.910  1.508
C -2.938 2.538 0.995  0.504
C -1.687 2.660 1.610  0.243
C -1.571 3.074 2.938  -0.324
C -2.720 3.331 3.667  -0.665
C -3.969 3.179 3.070  -0.758
C -4.083 2.775 1.746  -0.963
C -4.863 0.829 -1.135  0.883
C -5.802 1.660 -1.741  -0.616
C -7.110 1.221 -1.891  -0.710
C -7.472 -0.043 -1.449  -0.607
C -6.530 -0.873 -0.856  -0.690
C -5.221 -0.444 -0.695  -0.587
H -2.794 6.003 -4.895  0.461
H -2.038 3.740 -5.539  0.453
H -2.034 1.922 -3.888  0.393
H -3.541 4.646 -0.911  0.395
H -3.537 6.451 -2.581  0.448
H -0.766 2.639 0.997  0.045
H -0.595 3.228 3.383  0.518
H -2.651 3.667 4.693  0.454
H -4.863 3.382 3.645  0.465
H -5.064 2.638 1.306  0.513
H -5.524 2.640 -2.111  0.356
H -7.843 1.866 -2.358  0.440
H -8.492 -0.384 -1.569  0.402
H -6.814 -1.858 -0.510  0.464
H -4.507 -1.090 -0.205  0.225
C 2.409 -0.658 -1.032  -1.680
C 2.412 -0.062 0.331  0.579
N 1.367 0.396 1.029  0.766
C 1.880 0.940 2.201  -0.573
C 3.219 0.767 2.223  -1.083
N 3.534 0.130 1.045  0.364
C 4.906 -0.279 0.681  -1.229
N 5.542 -0.885 1.791  0.723
N 6.390 -0.150 2.577  -0.634
N 6.779 -0.864 3.548  -0.473
C 6.194 -2.116 3.451  -0.002
C 6.311 -3.238 4.273  -0.709
C 5.585 -4.351 3.916  -0.717
C 4.764 -4.360 2.770  -0.452
C 4.642 -3.259 1.948  -0.722
C 5.384 -2.137 2.318  1.328
H 1.495 -0.390 -1.551  0.042
H 2.493 -1.746 -0.995  0.298
H 3.245 -0.271 -1.612  0.766
H 1.263 1.446 2.924  0.541
H 3.970 1.038 2.945  0.570
H 5.481 0.601 0.396  0.197
H 4.844 -0.973 -0.154  0.695
H 6.948 -3.222 5.146  0.445
H 5.645 -5.246 4.519  0.408
H 4.221 -5.264 2.528  0.483
H 4.025 -3.284 1.057  0.479
S -0.631 -5.887 -1.572  -0.192
C -0.515 -4.247 -1.018  1.342
C 0.191 -3.829 0.115  -0.710
C 0.178 -2.502 0.464  -0.958
N -0.472 -1.556 -0.239  0.383
C -1.140 -1.955 -1.345  -0.617
C -1.185 -3.259 -1.757  -1.255
C 0.533 -6.711 -0.506  -0.016
C 1.864 -6.824 -0.882  0.087
C 2.732 -7.464 -0.010  -0.424
N 2.352 -7.975 1.158  -0.571
C 1.069 -7.886 1.489  -0.391
C 0.113 -7.263 0.692  -0.015
H 0.733 -4.531 0.731  0.475
H 0.720 -2.171 1.339  0.326
H -1.643 -1.180 -1.906  0.471
H -1.737 -3.511 -2.652  0.492
H 2.215 -6.437 -1.830  0.449
H 3.780 -7.577 -0.266  0.418
H 0.782 -8.328 2.436  0.396
H -0.921 -7.211 1.006  0.443

Q: Number 5 is which compound?
A: C49H41N10O2SSbW

Q: Which formula does entry 1 have?
A: C20H54Ca2N2O12S

Q: The lowest calculated total energy belongs to which entry?
A: C20H54Ca2N2O12S